{
  "formula": "C22H49N2P3S2Sc",
  "method": "ωB97M-V/def2-TZVPD",
  "species": ["Sc", "P", "P", "P", "H", "C", "C", "H", "C", "C", "C", "C", "C", "C", "C", "C", "C", "H", "H", "H", "H", "H", "H", "H", "H", "H", "H", "H", "H", "H", "H", "H", "H", "H", "H", "H", "H", "H", "H", "H", "H", "H", "H", "H", "H", "H", "C", "C", "C", "C", "C", "C", "S", "H", "H", "H", "H", "H", "H", "C", "N", "C", "C", "S", "N", "C", "C", "H", "H", "H", "H", "H", "H", "H", "H", "H", "H", "H", "H"],
  "coordinates": [[0.6854, -0.1318, -0.4564], [-1.9482, -0.6674, -0.2073], [1.6858, -2.3039, 0.6196], [0.1398, -1.8827, -2.7174], [0.2345, 4.9866, -0.6061], [0.0190, 4.7010, -1.6374], [-1.1970, 4.2459, -1.9790], [-1.9567, 4.0767, -1.2043], [-2.9207, 0.2105, 1.0679], [-2.3588, -2.3964, 0.2643], [-3.0531, -0.3974, -1.6494], [3.4975, -1.9889, 0.7273], [1.3114, -2.5826, 2.3869], [1.7169, -4.0566, 0.0818], [-0.5322, -0.8817, -4.1082], [-0.9084, -3.3739, -2.9432], [1.6518, -2.5317, -3.5493], [0.8219, 4.8199, -2.3729], [-1.4584, 4.0332, -3.0193], [-2.9640, 1.2839, 0.8496], [-2.4765, 0.0815, 2.0635], [-3.9421, -0.2000, 1.0674], [-1.8779, -2.6385, 1.2223], [-2.0061, -3.1102, -0.4905], [-3.4496, -2.4884, 0.3749], [-2.8027, 0.5666, -2.1153], [-4.0954, -0.3643, -1.2988], [-2.9472, -1.1877, -2.4037], [3.9712, -2.8000, 1.2993], [3.6774, -1.0261, 1.2232], [3.9209, -1.9470, -0.2844], [1.9526, -3.3949, 2.7647], [0.2558, -2.8617, 2.5056], [1.4964, -1.6698, 2.9619], [2.4317, -4.6061, 0.7159], [2.0177, -4.1410, -0.9691], [0.7172, -4.4936, 0.1995], [0.0590, -1.0758, -5.0124], [-0.4728, 0.1882, -3.8839], [-1.5809, -1.1527, -4.2875], [-0.7127, -3.7997, -3.9388], [-1.9744, -3.1348, -2.8674], [-0.6646, -4.1356, -2.1945], [1.9463, -1.8619, -4.3678], [1.4356, -3.5283, -3.9588], [2.4849, -2.6172, -2.8455], [2.8218, 1.1744, -3.5233], [4.0805, 0.7409, -3.9965], [4.6914, 1.3982, -5.0535], [4.0585, 2.4902, -5.6656], [2.8131, 2.9301, -5.1922], [2.1820, 2.2720, -4.1370], [2.1789, 0.3491, -2.1794], [-0.0899, 1.2357, 0.7136], [4.5331, -0.1224, -3.5043], [5.6714, 1.0560, -5.3931], [4.5370, 2.9942, -6.5111], [2.3206, 3.7831, -5.6636], [1.2135, 2.5785, -3.7482], [1.3291, 0.4783, 4.7536], [0.0037, 0.8021, 4.2046], [-1.0620, -0.1585, 4.5681], [-0.1022, 1.5167, 3.0337], [1.0321, 1.3041, 1.6781], [-1.0852, 2.4148, 2.8909], [-1.8096, 2.9046, 4.0692], [-1.1041, 3.2962, 1.7226], [1.2446, 0.3124, 5.8378], [2.0110, 1.3180, 4.5591], [1.7380, -0.4336, 4.2980], [-2.0453, 0.2355, 4.2876], [-0.8924, -1.1300, 4.0721], [-1.0399, -0.3110, 5.6557], [-1.3929, 3.8641, 4.4060], [-2.8587, 3.0608, 3.7963], [-1.7328, 2.1781, 4.8788], [-1.2214, 2.7376, 0.7836], [-0.1771, 3.8809, 1.6485], [-1.9583, 3.9665, 1.8358]],
  "forces_ev_per_a": [[0.805, -2.173, -3.561], [-1.418, -0.156, 0.166], [1.424, -1.235, 0.870], [-0.108, -0.218, -1.061], [0.079, -0.084, -0.275], [-0.539, -0.414, -0.242], [0.702, -0.061, 0.339], [0.102, 0.293, -0.485], [-0.008, 0.180, 0.238], [0.530, -0.102, 0.054], [0.303, 0.306, -0.237], [-0.160, 0.278, -0.178], [-0.333, 0.146, 0.133], [-0.452, 0.086, -0.474], [-0.237, 0.425, 0.155], [-0.232, -0.225, 0.424], [0.479, -0.184, 0.432], [-0.366, 0.156, 0.310], [0.024, 0.002, 0.401], [-0.119, -0.192, -0.011], [-0.165, -0.072, -0.225], [0.309, 0.216, 0.102], [-0.195, -0.011, -0.196], [-0.109, 0.204, 0.196], [0.326, 0.078, -0.063], [-0.190, -0.253, 0.027], [0.336, -0.075, -0.097], [0.005, 0.238, 0.274], [-0.134, 0.277, -0.153], [0.121, -0.215, -0.106], [-0.025, 0.006, 0.274], [-0.265, 0.308, -0.086], [0.256, -0.046, 0.071], [-0.008, -0.288, -0.156], [-0.265, 0.280, -0.229], [-0.032, -0.041, 0.232], [0.236, -0.001, -0.049], [-0.289, 0.027, 0.227], [-0.031, -0.110, -0.150], [0.304, 0.137, -0.039], [-0.125, 0.232, 0.297], [0.164, -0.105, 0.009], [-0.060, 0.020, -0.144], [-0.009, -0.150, 0.342], [0.098, 0.341, 0.077], [-0.012, -0.012, -0.210], [0.978, 0.916, -1.786], [-0.485, -0.060, 0.315], [-0.008, 0.124, -0.139], [-0.079, -0.131, 0.263], [-0.021, -0.175, -0.057], [0.277, -0.386, 0.269], [-0.837, 0.014, 2.448], [0.783, 1.018, 1.968], [0.091, 0.315, -0.257], [-0.358, 0.150, 0.029], [-0.205, -0.168, 0.386], [0.173, -0.282, 0.147], [0.148, 0.129, -0.201], [0.369, 0.024, -0.497], [0.244, 0.249, -1.077], [-0.274, 0.052, 0.133], [-2.277, 0.174, 1.820], [-0.420, 0.243, -1.032], [2.383, -0.688, 0.050], [-0.653, -0.101, 0.549], [-0.483, 0.245, -0.488], [-0.045, 0.213, -0.413], [-0.133, -0.271, 0.252], [-0.015, 0.209, 0.248], [0.231, -0.215, 0.097], [-0.021, 0.349, 0.148], [-0.021, 0.100, -0.343], [0.052, -0.212, -0.287], [0.197, -0.104, 0.090], [-0.136, 0.406, -0.190], [-0.153, 0.255, 0.281], [-0.195, -0.142, 0.156], [0.178, -0.060, -0.103]],
  "fmax_ev_per_a": 4.25,
  "lumo_ev": [-10.5691, -10.5719],
  "multiplicity": 1,
  "molar_mass_g_mol": 543.7,
  "energy_ev": -96800.438,
  "e_homo_ev": [-15.42, -15.42],
  "homo_lumo_gap_ev": [4.854, 4.850],
  "de_lowest_kj_mol": 40.4,
  "charge": 3
}

{
  "formula": "C22H49N6O2PdSbSi3",
  "method": "ωB97M-V/def2-TZVPD",
  "species": ["Pd", "N", "N", "C", "N", "N", "N", "O", "O", "H", "H", "H", "H", "H", "C", "C", "C", "C", "C", "C", "C", "C", "C", "C", "C", "C", "N", "H", "H", "H", "H", "H", "H", "H", "H", "H", "H", "H", "H", "H", "H", "H", "H", "H", "C", "Si", "C", "C", "Sb", "Si", "C", "C", "C", "Si", "C", "C", "C", "H", "H", "H", "H", "H", "H", "H", "H", "H", "H", "H", "H", "H", "H", "H", "H", "H", "H", "H", "H", "H", "H", "H", "H", "H", "H", "H"],
  "coordinates": [[-0.2848, 0.5888, -0.0370], [-2.5574, -1.7815, -1.1662], [-3.7109, -1.0206, -1.5131], [-3.7170, 0.3110, -1.5445], [-4.7627, 0.9213, -2.1367], [-2.6483, 0.9001, -1.0126], [-2.6892, 2.2424, -0.8399], [-1.6392, 2.7241, -0.4302], [-3.6879, 2.9175, -1.0818], [-2.9171, -2.6094, -0.6972], [-2.0479, -1.2613, -0.4347], [-4.3233, -1.4939, -2.1589], [-5.5751, 0.3850, -2.3807], [-4.8467, 1.9170, -1.9782], [0.9288, -2.8464, 1.7073], [-0.0924, -2.9752, 2.8326], [-1.3262, -3.7494, 2.3550], [-0.5228, -1.6698, 3.4690], [-0.4398, -1.5329, 4.8449], [-0.9265, -0.4126, 5.5031], [-1.5482, 0.5956, 4.7761], [-1.6552, 0.5227, 3.4003], [-2.4441, 1.5405, 2.6048], [-2.6154, 2.8844, 3.3062], [-3.8134, 0.9616, 2.2243], [-1.1016, -0.6066, 2.7221], [-1.2151, -0.6957, 1.3811], [1.2090, -3.8392, 1.3497], [1.8310, -2.3398, 2.0466], [0.5306, -2.2852, 0.8602], [0.3749, -3.5542, 3.6345], [-1.8437, -3.1847, 1.5771], [-2.0280, -3.9186, 3.1730], [-1.0361, -4.7170, 1.9420], [0.0143, -2.3339, 5.4168], [-0.8416, -0.3342, 6.5788], [-1.9605, 1.4495, 5.2973], [-1.9026, 1.7185, 1.6733], [-3.3518, 2.8200, 4.1107], [-2.9714, 3.6292, 2.5934], [-1.6782, 3.2445, 3.7323], [-4.3982, 0.7550, 3.1235], [-3.7040, 0.0306, 1.6662], [-4.3725, 1.6723, 1.6099], [4.3115, -1.8875, -0.5529], [3.5788, -1.1465, -2.1131], [3.4517, -2.5030, -3.4109], [4.7955, 0.1135, -2.7824], [1.0786, -0.7975, -1.6538], [1.7036, 1.4670, 0.7535], [3.1710, 2.0528, -0.2551], [2.4104, 0.4656, 2.1666], [0.9563, 3.0551, 1.4384], [0.4593, 0.4498, -3.8172], [-0.4289, -0.8414, -4.8516], [-0.6884, 1.9199, -3.5869], [1.9317, 1.0670, -4.8028], [5.2880, -2.3308, -0.7646], [3.6592, -2.6671, -0.1549], [4.4476, -1.1348, 0.2255], [4.4376, -2.9202, -3.6317], [3.0346, -2.1200, -4.3450], [2.8048, -3.3107, -3.0664], [5.7222, -0.4232, -3.0062], [5.0278, 0.9059, -2.0752], [4.4462, 0.5744, -3.7035], [3.9058, 1.2571, -0.3569], [3.6534, 2.8884, 0.2622], [2.8822, 2.3848, -1.2529], [3.0093, -0.3642, 1.7903], [1.6376, 0.0603, 2.8217], [3.0606, 1.1081, 2.7680], [0.8122, 3.7744, 0.6304], [1.6566, 3.4792, 2.1640], [-0.0032, 2.9181, 1.9334], [-1.2882, -1.2372, -4.3062], [0.2352, -1.6817, -5.0653], [-0.7755, -0.4274, -5.8025], [-1.7294, 1.6049, -3.4917], [-0.6139, 2.5721, -4.4607], [-0.4236, 2.5056, -2.7052], [2.6049, 0.2541, -5.0770], [2.5028, 1.8052, -4.2375], [1.5825, 1.5405, -5.7244]],
  "forces_ev_per_a": [[-0.020, 0.329, 0.391], [0.045, 0.088, 0.093], [-0.191, -0.220, -0.008], [-0.303, -0.082, -0.140], [0.007, -0.177, -0.049], [0.038, 0.287, 0.219], [0.335, -0.046, -0.221], [-0.326, 0.138, 0.106], [0.266, 0.386, 0.233], [0.039, 0.052, 0.043], [-0.252, -0.217, -0.255], [0.098, 0.004, -0.011], [-0.013, -0.083, -0.004], [0.011, -0.161, -0.013], [0.012, 0.060, -0.034], [-0.066, -0.011, -0.018], [-0.013, -0.008, 0.010], [0.087, -0.048, 0.055], [0.054, -0.006, 0.029], [0.007, 0.002, -0.038], [0.027, 0.010, 0.000], [-0.066, -0.016, 0.007], [0.044, -0.025, -0.014], [-0.010, -0.008, -0.004], [0.010, -0.007, -0.011], [-0.125, 0.113, -0.052], [0.091, 0.081, -0.158], [0.011, -0.016, -0.006], [0.043, 0.015, 0.024], [-0.001, -0.063, 0.059], [-0.026, -0.038, -0.003], [0.006, -0.001, -0.016], [-0.003, 0.000, 0.007], [0.006, -0.007, -0.006], [-0.004, -0.002, 0.007], [0.002, 0.000, 0.007], [0.004, -0.002, 0.005], [0.057, 0.028, 0.029], [0.017, 0.001, 0.021], [-0.018, 0.001, -0.002], [0.017, 0.016, -0.034], [-0.010, 0.007, 0.001], [0.003, -0.008, -0.001], [-0.004, 0.009, 0.005], [0.016, -0.011, 0.029], [-0.066, -0.097, 0.130], [-0.016, -0.006, -0.015], [-0.039, 0.077, -0.002], [0.231, -0.177, -0.282], [0.054, -0.132, -0.182], [0.012, 0.053, -0.037], [-0.039, -0.059, 0.087], [-0.184, -0.019, -0.054], [-0.015, -0.027, 0.022], [-0.012, -0.025, -0.038], [0.020, 0.038, 0.084], [0.054, 0.007, 0.031], [0.016, -0.009, 0.005], [0.001, -0.013, 0.016], [0.018, 0.007, 0.002], [0.023, 0.008, -0.002], [-0.009, 0.002, -0.022], [0.001, -0.023, 0.000], [0.016, -0.011, 0.000], [0.029, 0.029, 0.005], [0.001, 0.018, -0.051], [0.029, -0.028, -0.024], [-0.004, 0.006, 0.011], [0.027, 0.009, -0.018], [0.005, -0.037, 0.018], [-0.011, -0.001, 0.018], [0.025, 0.012, -0.006], [-0.014, 0.030, 0.020], [0.033, 0.002, -0.005], [-0.051, 0.015, 0.084], [-0.015, -0.004, 0.006], [-0.007, -0.018, -0.016], [-0.005, 0.007, -0.012], [0.003, -0.013, 0.026], [-0.030, -0.004, -0.030], [-0.014, 0.016, -0.013], [0.030, -0.014, -0.014], [0.012, 0.020, -0.012], [-0.013, 0.000, -0.015]],
  "fmax_ev_per_a": 0.52,
  "s2": 2.042,
  "lumo_ev": [-0.0411, -1.2184],
  "multiplicity": 3,
  "molar_mass_g_mol": 742.1,
  "energy_ev": -70292.709,
  "e_homo_ev": [-6.78, -6.76],
  "homo_lumo_gap_ev": [6.734, 5.540],
  "charge": 0
}